Molecular formula: C22H34N2O3
Method: DFT, ωB97M-V with the def2-TZVPD basis set

Properties
Max |F|: 0.7 eV/A
ΔE to the lowest compared entry with this formula, charge and spin: 4.256 eV
Structure (SMILES): c1ccncc1.c1ccncc1.C1CCOC1.C1CCOC1.C1CCOC1
Gap between HOMO and LUMO: 10.03 eV
Lowest unoccupied orbital energy: 0.507 eV

Each line ends with the natural charge from an NBO analysis.
CARTESIAN COORDINATES (ANGSTROEM)
C (4.5030, 3.6065, -2.5429)  -0.168
C (4.8881, 4.6017, -3.4248)  -0.264
C (3.9035, 5.4153, -3.9662)  0.032
N (2.6057, 5.2780, -3.7096)  -0.418
C (2.2495, 4.3251, -2.8575)  0.033
C (3.1513, 3.4765, -2.2341)  -0.261
H (5.2243, 2.9431, -2.0833)  0.217
H (5.9270, 4.7277, -3.6988)  0.218
H (4.1739, 6.2344, -4.6247)  0.190
H (1.1868, 4.2311, -2.6555)  0.193
H (2.8499, 2.6535, -1.5990)  0.225
C (-1.3327, 1.6601, 1.7375)  -0.174
C (-1.7935, 0.9405, 0.6443)  -0.259
C (-0.9062, 0.6075, -0.3634)  0.027
N (0.3525, 1.0357, -0.3815)  -0.433
C (0.7924, 1.7470, 0.6496)  0.029
C (-0.0121, 2.0741, 1.7334)  -0.250
H (-2.0095, 1.9149, 2.5422)  0.221
H (-2.8099, 0.5663, 0.5973)  0.216
H (-1.1952, 0.0069, -1.2184)  0.194
H (1.8207, 2.0826, 0.5786)  0.207
H (0.3950, 2.6504, 2.5548)  0.220
C (2.9131, -2.0774, 1.5608)  -0.433
C (2.5732, -1.1453, 2.7219)  -0.429
C (3.6866, -0.1125, 2.5720)  -0.063
O (3.7895, 0.0953, 1.1784)  -0.545
C (3.3443, -1.0779, 0.4746)  -0.077
H (2.0573, -2.6685, 1.2428)  0.218
H (3.7651, -2.6963, 1.8413)  0.202
H (2.5867, -1.6686, 3.6779)  0.214
H (1.6154, -0.6466, 2.5659)  0.206
H (4.6341, -0.4718, 2.9966)  0.159
H (3.4552, 0.8516, 3.0303)  0.184
H (4.1618, -1.4611, -0.1356)  0.180
H (2.4766, -0.8012, -0.1255)  0.188
C (-6.0223, -1.0194, 1.4279)  -0.436
C (-6.1525, -1.1362, 2.9493)  -0.426
C (-5.9376, 0.2954, 3.3663)  -0.066
O (-6.6608, 1.0615, 2.4165)  -0.531
C (-6.5960, 0.3743, 1.1562)  -0.076
H (-6.5651, -1.7999, 0.9001)  0.220
H (-4.9606, -1.0913, 1.1855)  0.199
H (-5.4558, -1.8418, 3.4066)  0.214
H (-7.1440, -1.4865, 3.2499)  0.205
H (-4.8668, 0.5467, 3.3013)  0.148
H (-6.2897, 0.5333, 4.3681)  0.195
H (-5.9984, 0.9682, 0.4600)  0.175
H (-7.6149, 0.3202, 0.7679)  0.181
C (0.7812, -2.4775, -1.7858)  -0.440
C (0.8782, -3.9444, -1.3108)  -0.438
C (0.1945, -4.7178, -2.4525)  -0.072
O (0.1431, -3.8376, -3.5577)  -0.523
C (-0.1115, -2.5408, -3.0189)  -0.076
H (1.7630, -2.1084, -2.0936)  0.210
H (0.4780, -1.7854, -1.0000)  0.218
H (0.2933, -4.0905, -0.3999)  0.202
H (1.9028, -4.2486, -1.1165)  0.212
H (-0.8276, -4.9828, -2.1592)  0.157
H (0.7477, -5.6005, -2.7650)  0.193
H (-1.1770, -2.4453, -2.7735)  0.155
H (0.1758, -1.8438, -3.8013)  0.200

Forces on atoms 1 to 6 (eV/Å):
-0.34 0.07 0.12
0.04 -0.10 0.04
0.08 0.11 -0.02
0.06 0.24 0.02
-0.19 -0.25 0.24
0.57 -0.34 -0.29

---

Molecular formula: C4H8N2O2
Method: DFT, ωB97M-V with the def2-TZVPD basis set

Properties
Max |F|: 2.5 eV/A
ΔE to the lowest compared entry with this formula, charge and spin: 1.704 eV
Structure (SMILES): CNCC(=O)NC=O
Gap between HOMO and LUMO: 9.88 eV
Lowest unoccupied orbital energy: 0.638 eV

Each line ends with the natural charge from an NBO analysis.
CARTESIAN COORDINATES (ANGSTROEM)
C (-2.0879, -1.1249, -0.7667)  -0.420
N (-0.6732, -1.5289, -1.0541)  -0.602
C (0.3507, -1.0670, -0.0742)  -0.321
C (0.3084, 0.4549, 0.3149)  0.667
O (-0.6012, 1.2088, 0.0360)  -0.585
N (1.5420, 0.9911, 0.6323)  -0.673
C (1.6199, 2.2813, 1.2008)  0.538
O (2.7144, 2.7134, 1.4521)  -0.552
H (-2.6606, -1.8780, -1.3459)  0.199
H (-2.3440, -0.1180, -1.0468)  0.206
H (-2.2980, -1.2329, 0.2893)  0.192
H (-0.3946, -1.0632, -1.9244)  0.347
H (1.3894, -1.2017, -0.3917)  0.203
H (0.0635, -1.7056, 0.7633)  0.223
H (2.3862, 0.4669, 0.4758)  0.416
H (0.6849, 2.8039, 1.4393)  0.163

Forces on atoms 1 to 6 (eV/Å):
0.68 -1.49 -0.65
1.20 1.81 -0.41
-1.88 0.47 0.67
0.06 -0.32 -2.46
-0.35 -0.50 0.89
-1.08 0.71 0.88